The following is a quantum chemistry calculation of C34H28N6O6ReS3 as an isolated structure in a non-equilibrium geometry, from OMol25.

XYZ file:
```
78
Properties=species:S:1:pos:R:3:lowdin_charge:R:1
Re -0.15 -0.36 -0.94 1.498
O -0.74 1.25 6.11 -0.026
C -0.04 0.35 5.63 -0.696
O 0.84 -0.38 6.13 -0.039
C -0.23 0.14 4.10 -0.075
C 0.64 -0.68 3.39 0.002
C 0.50 -0.78 2.03 -0.130
N -0.47 -0.15 1.33 -0.046
C -1.36 0.61 2.02 -0.174
C -1.24 0.78 3.39 0.069
C -2.52 1.31 1.32 -0.700
O -2.68 2.51 1.62 -0.028
O -3.32 0.60 0.68 -0.028
H 1.43 -1.19 3.92 0.121
H 1.20 -1.37 1.47 0.081
H -1.92 1.43 3.92 0.134
C 2.06 3.52 4.53 -0.027
C 2.33 3.00 3.15 -0.246
C 3.10 1.85 2.95 -0.021
C 3.29 1.33 1.68 -0.053
C 2.71 1.96 0.59 -0.297
C 2.00 3.14 0.76 -0.087
C 1.80 3.64 2.03 -0.015
S 2.82 1.20 -0.99 0.610
O 2.12 1.99 -1.96 -0.351
O 4.19 0.87 -1.28 -0.282
N 1.94 -0.22 -0.79 -0.244
C 2.60 -1.44 -0.52 -0.257
C 3.93 -1.64 -0.21 -0.010
C 4.43 -2.93 0.07 -0.042
C 3.65 -4.04 0.02 -0.029
C 2.28 -3.88 -0.29 -0.144
C 1.40 -4.98 -0.39 0.023
C 0.09 -4.77 -0.70 -0.021
C -0.36 -3.46 -0.90 -0.074
N 0.43 -2.41 -0.80 -0.026
C 1.77 -2.59 -0.54 -0.166
H 2.63 2.97 5.28 0.085
H 1.00 3.41 4.77 0.091
H 2.31 4.58 4.60 0.083
H 3.52 1.34 3.81 0.124
H 3.86 0.42 1.56 0.105
H 1.58 3.64 -0.11 0.087
H 1.21 4.54 2.17 0.124
H 4.61 -0.81 -0.20 0.091
H 5.48 -3.02 0.32 0.116
H 4.04 -5.02 0.23 0.118
H 1.78 -5.98 -0.21 0.129
H -0.61 -5.59 -0.79 0.116
H -1.40 -3.28 -1.13 0.106
S -1.62 -0.76 -5.20 1.039
C -0.01 -0.16 -5.31 -0.389
C 0.59 -0.04 -4.09 -0.174
C -0.27 -0.43 -3.01 -0.359
C -1.49 -0.84 -3.49 -0.561
C -2.53 -1.23 -2.54 -0.288
C -3.76 -1.76 -2.86 -0.013
C -4.60 -2.17 -1.83 -0.029
C -4.17 -2.06 -0.52 -0.024
C -2.93 -1.50 -0.26 -0.139
N -2.14 -1.07 -1.25 -0.066
H 0.41 0.06 -6.28 0.071
H 1.59 0.34 -3.95 0.099
H -4.04 -1.87 -3.90 0.109
H -5.56 -2.60 -2.06 0.117
H -4.79 -2.39 0.31 0.122
H -2.55 -1.43 0.74 0.113
C -3.42 2.53 -3.77 -0.049
N -2.25 2.16 -3.01 -0.012
C -2.08 2.44 -1.72 -0.698
N -2.95 3.16 -1.05 0.173
S -0.62 2.00 -0.88 0.810
H -3.36 2.06 -4.75 0.082
H -3.48 3.62 -3.91 0.095
H -4.33 2.18 -3.27 0.096
H -1.47 1.71 -3.47 0.101
H -3.81 3.47 -1.49 0.116
H -2.87 3.19 -0.01 0.082
```

Results
LUMO (alpha / beta) (hartree): -0.0482 / -0.0899
Relative energy (zero: lowest compared OMol25 entry of this formula, charge and spin) (kJ/mol): 138.6
Multiplicity: 4
HOMO level (alpha / beta) (eV): -7.443 / -7.442
Orbital gap (alpha / beta) (eV): 6.1 / 5.0

---

The following is a quantum chemistry calculation of a 2-piece molecular cluster, C6H8 overall in a non-equilibrium geometry, from OMol25.

XYZ file:
```
14
Properties=species:S:1:pos:R:3:lowdin_charge:R:1
C 2.93 0.87 -0.87 0.148
C -1.55 0.05 -0.08 -0.091
C 2.89 0.78 0.41 -0.214
C -0.92 -0.95 -0.10 -0.125
C -2.33 1.31 -0.04 -0.101
C 0.09 -1.99 -0.21 -0.122
H 1.92 1.33 0.80 0.072
H 3.50 0.49 1.20 0.008
H -3.38 1.21 -0.07 0.054
H -2.15 1.90 -0.97 0.086
H -1.94 1.95 0.72 0.059
H 0.78 -1.81 0.58 0.052
H 0.60 -2.13 -1.17 0.071
H -0.45 -3.01 -0.21 0.103
```

Results
LUMO (alpha / beta) (hartree): 0.0377 / -0.0904
Relative energy (zero: lowest compared OMol25 entry of this formula, charge and spin) (kJ/mol): 392.8
Multiplicity: 3
HOMO level (alpha / beta) (eV): -8.324 / -9.356
Orbital gap (alpha / beta) (eV): 9.3 / 6.9

---

The following is a quantum chemistry calculation of C56H42BeN4O2P2 as an isolated structure in a non-equilibrium geometry, from OMol25.

XYZ file:
```
107
Properties=species:S:1:pos:R:3:lowdin_charge:R:1
Be 6.63 -1.91 22.23 0.085
C 3.91 0.84 34.84 -0.031
O 4.87 1.48 33.96 -0.051
C 4.87 1.14 32.67 -0.266
C 4.10 0.10 32.11 -0.004
C 4.20 -0.17 30.77 -0.033
C 5.08 0.53 29.95 -0.166
C 5.88 1.53 30.52 -0.022
C 5.80 1.82 31.85 0.017
C 5.22 0.23 28.53 -0.218
N 6.18 0.71 27.74 0.200
C 5.98 0.13 26.54 -0.179
C 4.88 -0.74 26.55 -0.114
N 4.41 -0.67 27.85 0.190
C 4.50 -1.51 25.43 -0.051
C 3.34 -2.30 25.27 0.039
C 3.13 -2.94 24.08 -0.019
C 4.07 -2.85 23.04 -0.068
N 5.16 -2.11 23.15 0.056
C 5.36 -1.42 24.31 -0.135
C 6.47 -0.55 24.30 -0.132
N 7.21 -0.59 23.14 0.013
C 8.28 0.19 23.03 -0.059
C 8.61 1.10 24.04 -0.002
C 7.90 1.13 25.22 0.054
C 6.80 0.27 25.40 -0.052
H 4.06 1.34 35.80 0.099
H 4.08 -0.22 34.92 0.096
H 2.91 1.04 34.55 0.089
H 3.40 -0.46 32.73 0.112
H 3.54 -0.93 30.36 0.108
H 6.63 2.02 29.91 0.119
H 6.42 2.61 32.33 0.140
H 3.58 -1.13 28.20 0.164
H 2.63 -2.36 26.06 0.122
H 2.24 -3.57 23.98 0.131
H 3.94 -3.41 22.13 0.124
H 8.84 0.10 22.11 0.113
H 9.45 1.77 23.90 0.127
H 8.17 1.85 26.00 0.142
O 8.91 -3.32 20.50 -0.050
C 9.48 -2.11 20.17 -0.266
C 10.85 -1.82 20.26 0.007
C 11.28 -0.56 19.88 -0.043
C 10.39 0.45 19.49 -0.063
C 9.04 0.19 19.46 -0.064
C 8.57 -1.11 19.80 -0.287
P 6.81 -1.48 20.05 1.134
C 6.33 -2.60 18.73 -0.347
C 5.26 -3.48 18.92 -0.080
C 4.94 -4.38 17.92 -0.063
C 5.67 -4.41 16.74 -0.050
C 6.78 -3.57 16.57 -0.051
C 7.11 -2.66 17.56 -0.079
C 6.03 0.09 19.68 -0.354
C 5.52 0.84 20.74 -0.094
C 4.92 2.07 20.52 -0.066
C 4.76 2.55 19.23 -0.057
C 5.29 1.85 18.16 -0.054
C 5.91 0.64 18.39 -0.077
C 9.71 -4.23 21.20 -0.268
C 10.73 -4.96 20.61 0.000
C 11.33 -5.96 21.36 -0.031
C 10.99 -6.15 22.70 -0.052
C 10.03 -5.37 23.31 -0.058
C 9.35 -4.40 22.54 -0.274
P 7.87 -3.59 23.23 1.181
C 8.42 -3.09 24.90 -0.344
C 9.50 -2.21 24.95 -0.100
C 9.91 -1.65 26.17 -0.049
C 9.23 -2.00 27.34 -0.058
C 8.21 -2.94 27.30 -0.057
C 7.80 -3.46 26.08 -0.075
C 6.78 -5.01 23.42 -0.325
C 5.66 -4.99 24.26 -0.140
C 4.83 -6.08 24.40 -0.058
C 5.04 -7.21 23.61 -0.047
C 6.12 -7.22 22.73 -0.055
C 6.97 -6.14 22.60 -0.057
H 11.60 -2.55 20.57 0.121
H 12.36 -0.38 19.85 0.125
H 10.77 1.42 19.21 0.113
H 8.34 0.96 19.21 0.105
H 4.74 -3.43 19.85 0.079
H 4.06 -4.96 18.07 0.104
H 5.43 -5.15 15.94 0.128
H 7.39 -3.59 15.64 0.124
H 7.98 -2.04 17.46 0.101
H 5.59 0.48 21.77 0.077
H 4.51 2.63 21.34 0.110
H 4.27 3.51 19.09 0.123
H 5.23 2.21 17.14 0.123
H 6.29 0.07 17.55 0.109
H 10.98 -4.78 19.57 0.137
H 12.09 -6.64 20.95 0.128
H 11.47 -6.94 23.28 0.121
H 9.75 -5.53 24.34 0.123
H 10.05 -1.94 24.04 0.115
H 10.76 -0.97 26.21 0.118
H 9.58 -1.59 28.28 0.116
H 7.65 -3.23 28.17 0.113
H 7.01 -4.19 26.12 0.087
H 5.49 -4.10 24.90 0.086
H 3.98 -6.02 25.07 0.115
H 4.44 -8.10 23.68 0.115
H 6.23 -8.06 22.09 0.105
H 7.77 -6.21 21.88 0.109
```

Results
LUMO (hartree): -0.2123
Net charge: +2
HOMO level (eV): -11.809
Orbital gap (eV): 6.0

---

The following is a quantum chemistry calculation of an isolated ion of composition C6H8N and charge +1 in a non-equilibrium geometry, from OMol25.

XYZ file:
```
15
Properties=species:S:1:pos:R:3:lowdin_charge:R:1
C 2.86 0.36 -0.24 0.110
C 2.34 -0.81 0.28 0.131
C 1.48 0.30 -0.04 -0.079
C 0.13 1.20 0.18 -0.035
C -2.04 0.13 -0.51 -0.015
C -1.26 -0.99 0.08 0.035
N -1.01 0.48 0.50 -0.107
H 3.60 0.70 -0.93 0.126
H 2.66 -1.62 0.84 0.100
H -0.11 2.04 -0.50 0.102
H -2.07 0.24 -1.55 0.124
H -2.95 0.47 -0.02 0.139
H -1.78 -1.52 0.78 0.096
H -0.42 -1.52 -0.27 0.111
H -1.44 0.54 1.39 0.163
```

Results
LUMO (alpha / beta) (hartree): -0.1412 / -0.1412
Relative energy (zero: lowest compared OMol25 entry of this formula, charge and spin) (kJ/mol): 725.3
Net charge: +1
HOMO level (alpha / beta) (eV): -12.314 / -12.314
SMILES: C1=CC1=C[NH+]1CC1
Orbital gap (alpha / beta) (eV): 8.5 / 8.5

---

The following is a quantum chemistry calculation of a single CH6N4S2 molecule in a non-equilibrium geometry, from OMol25.

XYZ file:
```
13
Properties=species:S:1:pos:R:3:lowdin_charge:R:1
C -0.64 0.04 0.00 -0.657
H 1.43 -0.34 -1.94 0.092
H 1.47 1.31 -1.97 0.075
H -0.81 0.29 -1.99 0.138
H 0.65 1.26 0.88 0.059
H 1.84 -1.06 0.97 -0.152
H -1.86 -0.51 2.28 -0.200
N 1.20 0.51 -1.42 0.001
N -0.20 0.61 -1.21 -0.070
N 0.08 0.47 1.11 -0.377
N -1.68 -0.69 -0.04 -0.344
S 1.00 -0.71 1.97 0.733
S -2.49 -1.19 1.36 0.703
```

Results
LUMO (hartree): 0.0224
Relative energy (zero: lowest compared OMol25 entry of this formula, charge and spin) (kJ/mol): 19.1
HOMO level (eV): -8.143
SMILES: NN/C(=N/S)NS
Orbital gap (eV): 8.8

---

The following is a quantum chemistry calculation of a 2-piece molecular cluster, CH5INP overall in a non-equilibrium geometry, from OMol25.

XYZ file:
```
9
Properties=species:S:1:pos:R:3:lowdin_charge:R:1
C 0.57 1.24 -1.04 -0.068
N 0.14 -1.38 0.88 -0.407
P -0.84 -0.84 -0.37 0.379
I -2.47 0.31 1.03 0.230
H 1.25 1.23 -0.23 -0.026
H -0.08 2.08 -1.01 -0.021
H 0.81 0.74 -1.84 -0.105
H 0.41 -2.33 0.74 -0.006
H 0.20 -1.06 1.85 0.024
```

Results
LUMO (hartree): 0.0028
Relative energy (zero: lowest compared OMol25 entry of this formula, charge and spin) (kJ/mol): 221.5
HOMO level (eV): -7.816
Orbital gap (eV): 7.9